No. 1
Molecular formula: C24H36CeN4O3PS3
Method: DFT, ωB97M-V/def2-TZVPD

```
! wB97M-V def2-TZVPD RIJCOSX def2/J DEFGRID3
* xyz 4 2
Ce -0.46671 -0.08377 0.01810
S 2.33030 0.11360 0.30686
C 2.65912 1.79186 0.11169
N 3.75345 2.17936 -0.49420
C 4.08031 3.61373 -0.54930
C 3.67607 4.24862 0.75192
N 2.24784 4.00248 0.98211
C 1.49215 5.15352 1.49934
C 1.45475 6.25342 0.45655
C 0.74733 6.04948 -0.72622
C 0.65622 7.06534 -1.66351
C 1.27395 8.28619 -1.42090
C 1.98341 8.48883 -0.24652
C 2.08370 7.46980 0.69111
C 1.75137 2.82692 0.70567
S 0.10912 2.47265 1.11522
C 4.69885 1.24519 -1.14711
C 5.28819 1.82385 -2.40948
C 6.62788 2.19695 -2.45820
C 7.16147 2.73213 -3.62107
C 6.35750 2.90157 -4.73964
C 5.02043 2.52617 -4.69621
C 4.48627 1.99041 -3.53645
H 3.56799 4.08560 -1.39093
H 5.14770 3.72067 -0.71840
H 3.84871 5.32075 0.71219
H 4.24028 3.83213 1.59190
H 2.00302 5.51226 2.39520
H 0.49064 4.84176 1.77236
H 0.25213 5.09883 -0.90375
H 0.09492 6.91387 -2.57577
H 1.19686 9.08248 -2.14884
H 2.45098 9.44489 -0.05380
H 2.63594 7.63884 1.60909
H 4.16848 0.31929 -1.35189
H 5.49462 1.02074 -0.43044
H 7.26408 2.05409 -1.59076
H 8.20494 3.01507 -3.65556
H 6.77227 3.31958 -5.64666
H 4.39948 2.64461 -5.57439
H 3.44442 1.68360 -3.50726
N -0.41753 -4.45964 2.09249
C -1.73436 -3.75273 2.23364
P -1.55039 -1.88759 2.15937
O -0.08250 -1.54086 2.15295
O -2.23233 -1.32930 0.93837
C -2.36693 -1.20585 3.69655
N -1.41255 -0.88809 4.80975
H 0.32683 -3.98812 2.61637
H -0.10450 -4.50007 1.12102
H -0.47479 -5.43037 2.42123
H -2.20149 -4.06040 3.16888
H -2.39777 -4.06249 1.42601
H -3.13795 -1.88584 4.06032
H -2.87156 -0.28652 3.39756
H -1.92048 -0.65451 5.67123
H -0.81899 -0.08659 4.57753
H -0.78195 -1.66052 5.03303
O -0.23536 -0.73158 -2.08448
S -0.57039 -1.65846 -3.30485
C -1.78394 -0.73492 -4.30632
C -3.17697 -1.28139 -3.99018
C -2.98348 -2.75653 -3.64276
C -1.85111 -2.78638 -2.62698
H -1.51043 -0.91233 -5.34709
H -1.64321 0.32094 -4.07805
H -3.83378 -1.15865 -4.84928
H -3.62401 -0.74334 -3.15144
H -2.69789 -3.31933 -4.53451
H -3.89241 -3.20983 -3.24937
H -1.41356 -3.77171 -2.47068
H -2.15789 -2.33801 -1.67921
*
```

Computed properties:
HOMO level (spin up / spin down)   -17.06 / -17.06 eV
LUMO (spin up / spin down)   -11.08 / -11.07 eV
Energy relative to the best compared isomer or geometry (same formula, charge and spin)   6.7 kcal per mole
HOMO-LUMO gap (spin up / spin down)   5.978 / 5.986 eV
Max |F|   1.75 eV/Å

=====

No. 2
Molecular formula: C24H36EuN9O5
Method: DFT, ωB97M-V/def2-TZVPD

```
! wB97M-V def2-TZVPD RIJCOSX def2/J DEFGRID3
* xyz 1 8
Eu 12.05456 9.53619 11.48534
N 12.60120 6.99102 10.34991
C 11.62722 7.25558 9.31723
C 11.19542 6.02262 8.49307
C 9.67191 6.05644 8.44612
C 9.17910 6.60523 7.04615
N 7.89110 7.26395 7.17209
C 7.64741 8.51436 7.67636
N 8.61268 9.39922 7.99460
N 6.36006 8.85098 7.95882
C 12.01421 8.56230 8.59192
O 11.51388 8.92658 7.49905
O 12.75964 9.32291 9.33202
H 13.54618 7.23561 10.07623
H 12.45296 6.04433 10.77872
H 10.69815 7.53118 9.88208
H 11.53861 5.10828 8.95842
H 11.53532 6.11045 7.43400
H 9.27073 6.67479 9.30378
H 9.23172 5.06666 8.56093
H 9.09517 5.81277 6.31063
H 9.90761 7.34292 6.59260
H 7.12204 6.61616 7.25055
H 9.61511 9.27565 7.72811
H 8.35492 10.18998 8.57627
H 5.62918 8.16685 7.81529
H 6.14283 9.74576 8.43553
O 11.38010 11.47867 12.88123
C 10.69853 12.18080 11.82005
C 9.57990 11.21022 11.11129
O 8.76394 11.80819 10.39765
O 9.73318 9.94302 11.38609
C 11.75892 12.52026 10.75828
C 13.08539 12.80987 11.10644
C 13.87286 13.45677 10.17304
C 13.34180 13.94539 8.97194
C 12.01154 13.62798 8.63333
C 11.24652 12.85238 9.51250
C 10.05325 13.43760 12.33793
C 9.35346 14.27134 11.47386
C 8.52688 15.20794 11.99193
C 8.37856 15.39021 13.37069
C 9.07577 14.54636 14.26129
C 9.98771 13.65735 13.73252
H 10.69997 11.24711 13.49862
H 13.52767 12.54319 12.06711
H 14.93320 13.64614 10.41014
H 13.89815 14.63757 8.36677
H 11.54477 13.84535 7.66830
H 10.23808 12.66257 9.20211
H 9.45436 14.07873 10.40116
H 7.89695 15.84032 11.38465
H 7.80932 16.20619 13.74138
H 8.94024 14.54426 15.35076
H 10.67783 13.12588 14.43780
C 16.98775 7.62007 14.26693
N 16.39585 8.38207 13.20923
C 17.25992 8.68121 12.06286
C 15.04676 8.67994 13.14837
N 14.41656 9.26129 12.15661
N 14.29479 8.32618 14.26861
C 12.95214 8.02067 14.40301
N 12.63166 7.54501 15.63376
N 12.06918 8.13915 13.44816
H 18.08396 7.77078 14.28313
H 16.70173 6.56712 14.21339
H 16.69475 7.98966 15.29532
H 18.24179 9.02202 12.47708
H 16.84126 9.43802 11.43344
H 17.46294 7.75546 11.48398
H 15.02413 9.69684 11.45852
H 14.78640 8.26374 15.13652
H 13.35340 7.15022 16.22874
H 11.65263 7.26614 15.80302
H 11.18846 7.77551 13.79358
*
```

Computed properties:
HOMO level (spin up / spin down)   -8.06 / -10.26 eV
LUMO (spin up / spin down)   -2.14 / -2.15 eV
Energy relative to the best compared isomer or geometry (same formula, charge and spin)   0.4 kcal per mole
HOMO-LUMO gap (spin up / spin down)   5.914 / 8.109 eV
Max |F|   2.56 eV/Å

=====

No. 3
Molecular formula: C24H36Ge2N4RhS
Method: DFT, ωB97M-V/def2-TZVPD

```
! wB97M-V def2-TZVPD RIJCOSX def2/J DEFGRID3
* xyz 3 5
Rh -0.15378 -0.27083 0.16472
C 2.14395 -2.37756 -2.96953
C 1.34612 -1.92664 -1.79262
N 1.32055 -0.74575 -1.29268
N 2.01313 0.29187 -1.87657
C 1.50791 1.53167 -1.73693
N 2.16324 2.53669 -2.27924
S 0.03409 1.81779 -0.88207
C 0.42133 -2.89223 -1.12811
C 0.52066 -4.24882 -1.34670
C -0.37200 -5.10494 -0.70676
C -1.32491 -4.56692 0.13323
C -1.36862 -3.19018 0.29960
N -0.52930 -2.35930 -0.32357
H 2.75401 -1.60559 -3.42824
H 1.46918 -2.76486 -3.73521
H 2.81011 -3.19071 -2.67678
H 2.81615 0.09740 -2.45603
H 3.02491 2.42343 -2.79458
H 1.77862 3.46828 -2.22223
H 1.28204 -4.64852 -2.00105
H -0.31398 -6.17352 -0.86709
H -2.03800 -5.19468 0.64960
H -2.10332 -2.73433 0.94959
C 2.77191 -2.51078 3.39724
C 2.09583 -2.10334 2.07954
Ge 1.36998 -0.29113 2.12865
C 2.66691 1.14683 2.08105
C 3.50211 1.25430 3.36483
C 0.30081 -0.13576 3.77402
C -1.00111 0.30204 3.78129
Ge -1.64692 0.82727 1.98371
C -1.77581 2.74774 1.81475
C -3.02830 3.32907 2.49225
C -3.14550 -0.08134 1.09041
C -4.11552 -0.79006 2.04168
C -1.73536 0.47646 5.00146
C -1.11666 0.31065 6.29681
C -1.83175 0.47386 7.44485
C -3.19562 0.81036 7.36847
C -3.83716 0.98802 6.12130
C -3.12219 0.83127 4.97349
H 3.17576 -3.51918 3.30913
H 2.06877 -2.52451 4.23097
H 3.60038 -1.85703 3.66229
H 1.28125 -2.79069 1.84137
H 2.79821 -2.12981 1.24254
H 2.12027 2.07305 1.89309
H 3.29826 0.96118 1.20825
H 2.87915 1.41238 4.24679
H 4.17758 2.10639 3.29461
H 4.11641 0.37224 3.53501
H 0.77779 -0.42481 4.70706
H -1.81227 2.95510 0.74380
H -0.86603 3.20672 2.20326
H -3.94385 2.80668 2.20333
H -3.15468 4.36969 2.19719
H -2.94832 3.31700 3.57827
H -2.77581 -0.76347 0.32437
H -3.59506 0.76044 0.55822
H -3.61764 -1.48041 2.72569
H -4.82697 -1.37017 1.45222
H -4.69832 -0.08385 2.62980
H -0.06747 0.06918 6.36720
H -1.36077 0.35031 8.41055
H -3.76480 0.93858 8.28163
H -4.88671 1.24812 6.08989
H -3.61425 0.97110 4.02145
*
```

Computed properties:
HOMO level (spin up / spin down)   -15.71 / -17.78 eV
LUMO (spin up / spin down)   -8.74 / -11.54 eV
Energy relative to the best compared isomer or geometry (same formula, charge and spin)   0.0 kcal per mole
HOMO-LUMO gap (spin up / spin down)   6.972 / 6.247 eV
Max |F|   0.74 eV/Å

=====

No. 4
Molecular formula: C24H36IrN2Si
Method: DFT, ωB97M-V/def2-TZVPD

```
! wB97M-V def2-TZVPD RIJCOSX def2/J DEFGRID3
* xyz 2 6
C 0.33529 1.95965 1.28664
C -0.69211 2.10197 0.32891
C -1.95169 1.88619 0.98369
H -0.57100 2.38162 -0.71559
C -1.69908 1.66949 2.39875
C -0.26092 1.65769 2.55522
H 0.26321 1.53828 3.50731
H 1.39770 2.12290 1.10645
H -2.93640 1.99410 0.53348
H -2.43790 1.68280 3.20194
Ir -1.16488 -0.12400 1.41425
C -1.53674 -1.16971 -0.08526
H -2.54772 -1.16369 -0.52151
H -1.70858 -2.12251 0.40975
H -0.76296 -1.19507 -0.83729
Si 0.63675 0.91144 -3.13709
C 2.08342 -0.28215 -3.26560
C 3.16912 0.63406 -3.40648
H 3.02300 1.70169 -3.21545
C 4.40775 0.24034 -3.87852
H 5.16049 1.01294 -4.04940
C 4.64566 -1.11512 -4.13736
H 5.61516 -1.40728 -4.52237
C 3.66670 -2.06751 -3.83924
H 3.90460 -3.12900 -3.96640
C 2.40040 -1.66685 -3.37577
H 1.66302 -2.43804 -3.13901
C -1.13670 1.18385 -3.37905
C -0.88652 2.00045 -4.52834
H 0.04468 1.86270 -5.08689
C -1.78019 3.01651 -4.86130
H -1.55427 3.67390 -5.70168
C -2.96528 3.16973 -4.11910
H -3.67451 3.95375 -4.40675
C -3.25869 2.30058 -3.05401
H -4.20572 2.41231 -2.51520
C -2.36182 1.27580 -2.69145
H -2.61094 0.55685 -1.90939
H -2.76420 -0.31769 1.26413
H 1.11525 2.14637 -2.78122
C -2.06925 -1.61351 3.52683
N -0.98957 -0.82171 4.11056
C -1.40244 -0.27546 5.38178
C 0.34433 -1.48948 4.11931
C 1.30633 -1.03962 3.02920
N 0.75560 -1.28928 1.66283
C 1.81381 -0.78645 0.71653
C 0.68150 -2.76880 1.44531
H -2.06183 -2.64787 3.89293
H -3.01969 -1.10277 3.71640
H -1.95096 -1.70976 2.42823
H -1.74720 -1.08261 6.03905
H -0.56838 0.24699 5.85269
H -2.22888 0.41757 5.20997
H 0.81833 -1.24151 5.08631
H 0.19714 -2.58936 4.05268
H 1.52938 0.03263 3.12081
H 2.25184 -1.60630 3.13697
H 2.74287 -1.36520 0.89069
H 1.50165 -0.90917 -0.33126
H 2.03459 0.27395 0.90934
H 1.24538 -3.31203 2.21759
H -0.34344 -3.12603 1.45760
H 1.09552 -3.04358 0.46381
*
```

Computed properties:
HOMO level (spin up / spin down)   -11.62 / -14.17 eV
LUMO (spin up / spin down)   -5.64 / -9.85 eV
Energy relative to the best compared isomer or geometry (same formula, charge and spin)   56.6 kcal per mole
HOMO-LUMO gap (spin up / spin down)   5.975 / 4.322 eV
Max |F|   5.37 eV/Å